The following is a quantum chemistry calculation of a structure of composition C6H24BaFO6 in a non-equilibrium geometry, from the Open Molecules 2025 dataset.

The gap between HOMO and LUMO is 0.33854 Ha. As for the net charge: +1. The relative energy (zero: lowest compared OMol25 entry of this formula, charge and spin) comes out at 0.457 eV. For the HOMO energy, the calculation gives -0.4374 Eh.

Element x y z (Å)
Ba: -13.31360 14.25288 -8.18185
F: -15.78321 14.17143 -7.13670
C: -9.99497 16.16352 -9.70622
O: -11.29711 15.86645 -9.38494
H: -9.80082 15.72064 -10.68309
H: -9.78110 17.21602 -9.52016
H: -9.29271 15.61915 -9.07487
H: -11.78947 15.84378 -10.20876
C: -13.89967 14.27204 -11.95745
O: -13.92557 15.00851 -10.75374
H: -14.88340 13.81221 -12.05196
H: -13.77043 14.95288 -12.79878
H: -13.20188 13.43698 -12.01967
H: -14.40434 15.82899 -10.89231
C: -13.02441 14.61889 -4.60440
O: -12.22072 15.14311 -5.61883
H: -12.55019 13.98312 -3.85673
H: -13.65294 15.34698 -4.09161
H: -13.72921 13.94122 -5.08618
H: -11.50034 15.56677 -5.14642
C: -14.36490 11.27166 -10.56939
O: -14.52016 12.07880 -9.42444
H: -13.32164 11.10890 -10.83998
H: -14.98004 10.37194 -10.55501
H: -14.85832 11.78420 -11.39519
H: -15.26868 11.65087 -9.00231
C: -13.64628 17.93920 -9.43448
O: -13.71624 17.03986 -8.26706
H: -14.60273 18.28100 -9.83005
H: -13.11389 18.85453 -9.17596
H: -13.05109 17.56541 -10.26762
H: -14.48056 17.30173 -7.74856
C: -10.18363 12.48847 -9.85417
O: -11.07727 12.71024 -8.78388
H: -9.17708 12.84491 -9.63530
H: -10.08886 11.45131 -10.17572
H: -10.50629 13.10075 -10.69625
H: -10.85207 12.32257 -7.93500

Results of the Löwdin charge analysis, in e, for atoms 1 through 5:
1. Ba 2.058
2. F -0.815
3. C -0.143
4. O -0.247
5. H 0.097